{"formula": "C24H52BN8O6P2", "method": "ωB97M-V/def2-TZVPD", "molar_mass_g_mol": 621.490, "charge": 1, "homo_ev": -9.532, "total_energy_ha": -2542.2670, "species": ["H", "H", "H", "C", "C", "H", "H", "H", "H", "H", "C", "H", "H", "H", "N", "H", "C", "H", "C", "B", "C", "H", "H", "H", "O", "H", "H", "H", "C", "H", "H", "H", "H", "H", "N", "O", "C", "C", "N", "H", "N", "C", "H", "H", "O", "H", "C", "C", "H", "H", "H", "C", "C", "C", "H", "P", "C", "C", "H", "H", "C", "C", "N", "N", "O", "H", "H", "C", "H", "O", "H", "H", "H", "H", "H", "C", "H", "O", "H", "N", "H", "H", "H", "P", "H", "H", "H", "H", "C", "C", "N", "H", "C"], "xyz": [[6.22745, 1.65342, 1.79380], [-2.63657, 9.46825, -2.58819], [2.60125, -2.30763, 1.99835], [2.73067, -2.75275, -0.21963], [-2.75767, 7.52003, -4.23269], [-1.69411, 7.28801, -4.35749], [3.54829, 1.28129, -3.74403], [-2.75866, -8.37848, 3.77071], [-2.75977, -5.48046, 2.74081], [-0.34046, 2.68887, -1.28405], [0.55951, -5.43638, 4.21011], [-5.11742, 4.76584, -4.30305], [1.27430, 1.66707, -3.03495], [-0.43538, -4.97923, 4.15342], [-1.13772, 1.64083, 1.80462], [3.25873, -3.94155, 1.63150], [-1.81570, -7.82112, 3.77392], [1.69762, -7.64771, -0.45191], [1.66912, 2.02585, -2.05008], [5.05037, 2.20576, -0.04754], [-5.37821, 4.64044, -3.24667], [-3.33349, 6.80754, -4.83505], [-4.88294, 3.73421, -2.87950], [-5.58818, 7.81809, -2.18913], [0.40353, 3.55378, 1.21188], [2.70040, -6.79916, 3.21252], [0.30532, -8.53167, -1.10804], [1.28639, -4.71748, 3.81392], [-2.73692, -6.37928, 2.11503], [-2.89933, 8.63072, -1.09679], [-1.87822, -7.06523, 4.56451], [-4.73074, 7.35834, -0.17782], [4.32352, -2.49239, 1.28077], [-2.35172, 3.91668, -0.40573], [-1.59215, -7.23599, 2.45790], [1.18480, -5.80111, 1.32221], [4.05707, 1.24686, -2.73648], [1.32059, 3.03048, 0.25424], [-3.16659, 7.44827, -2.82937], [1.62708, -2.99091, -0.16326], [0.58427, -6.69610, 3.46758], [-2.60273, 4.80663, 0.17521], [-3.68292, -6.91378, 2.22900], [3.29469, -3.39433, -0.94257], [-1.64607, 5.72271, -2.13125], [4.77099, -0.80596, -3.08028], [-0.47150, 2.50760, 1.44756], [5.44401, 1.17353, 1.13026], [-2.95341, 8.51191, -4.64835], [0.00674, -9.48332, 2.32617], [-1.40703, 8.33166, -2.00601], [-3.97827, 6.72938, 0.29580], [2.78967, -1.21280, -0.62358], [3.26368, -2.87100, 1.27806], [-1.66889, 5.32079, 0.43674], [-3.17539, 5.82371, -2.25053], [-2.48452, 8.50440, -2.09401], [-5.78823, 6.94737, -2.81020], [2.08216, -7.40873, 4.75862], [0.76870, -5.60132, 5.27048], [0.60280, -7.71190, -0.44773], [3.08783, 1.91788, -1.67994], [-4.95625, 5.80470, -2.45381], [-3.49380, 5.68048, -0.57553], [2.66731, -0.41672, 0.28494], [1.53797, -9.35093, 1.43796], [-6.45456, 4.47206, -3.16562], [1.87293, -7.33711, 3.68724], [0.20635, -6.79520, -0.88619], [2.92788, -0.83725, -1.96848], [-4.46931, 6.29859, 1.17438], [-5.67591, 7.23714, -3.86056], [3.16158, 3.19890, 1.51129], [-1.04669, -8.54127, 4.04566], [4.51183, 0.95582, 1.73016], [0.75218, 2.60961, -1.05224], [5.04641, 1.76935, -2.81405], [6.01355, 2.97642, -0.71109], [-6.84185, 6.69817, -2.64424], [0.08541, -7.91000, 0.90394], [5.84905, 0.22488, 0.67642], [-3.16361, 7.36817, 0.65547], [0.08519, -9.99280, 0.66650], [-0.05900, -6.51123, 1.87580], [1.87569, -8.36413, 3.33056], [-2.67110, -6.06281, 1.06787], [6.74359, 3.13210, -0.07808], [-3.07106, 4.45653, 1.10000], [4.21776, -0.27578, -2.24993], [2.74827, 2.89576, 0.52007], [3.59128, 2.33672, -0.45368], [4.88725, -0.31841, -1.34830], [0.45100, -9.23222, 1.36374]], "forces_ev_per_angstrom": [[-0.76, -0.78, -0.67], [-0.03, -0.18, -0.21], [0.91, -0.41, -0.97], [-0.31, 1.03, 0.50], [-0.36, -0.31, -0.08], [0.02, 0.01, -0.03], [0.55, -0.07, 1.19], [-0.11, 0.26, -0.37], [-0.22, -0.01, 0.01], [1.16, 0.10, 0.44], [-0.47, -0.04, -0.12], [-0.19, -0.10, -0.05], [0.70, 0.41, 1.16], [0.00, 0.04, -0.07], [-0.06, 0.13, -0.37], [-0.03, 1.03, -0.67], [0.35, 0.26, 0.64], [0.05, 0.04, -0.12], [0.24, 1.25, 3.24], [2.27, -0.23, 0.13], [-0.21, -0.32, 0.35], [0.04, -0.07, 0.02], [0.08, 0.05, 0.01], [0.26, -0.14, -0.08], [-0.54, -2.96, -0.43], [0.07, 0.01, 0.02], [-0.09, -0.09, 0.26], [0.02, 0.05, 0.02], [-0.22, -0.26, -0.40], [0.02, -0.18, 0.06], [-0.03, -0.10, 0.12], [0.10, -0.01, -0.18], [-1.04, -0.27, 0.38], [0.01, 0.10, 0.01], [-1.59, 2.26, -0.28], [-2.45, 2.58, -1.02], [-0.95, -0.31, 1.19], [1.49, -0.84, -2.45], [-0.24, 0.91, -0.44], [1.18, -0.08, -0.55], [0.12, -0.12, 1.12], [0.43, 0.14, -0.12], [0.09, -0.02, 0.07], [-0.74, 0.51, 0.62], [-0.53, -3.09, -1.99], [-0.96, 0.16, 0.90], [1.53, 2.19, 0.57], [-0.64, 0.99, 0.06], [-0.02, -0.01, 0.16], [0.03, 0.18, 0.07], [0.05, 0.05, 0.00], [-0.83, 0.01, -0.11], [-0.50, -1.33, 1.96], [0.05, -0.36, -0.39], [0.12, -0.07, 0.06], [0.38, 5.78, 4.17], [0.22, -0.06, 0.38], [0.23, 0.59, -0.47], [-0.16, 0.21, -0.01], [0.03, -0.13, -0.09], [0.33, 0.34, 0.07], [-0.84, 0.29, -1.18], [-0.09, -1.90, -2.00], [0.55, -1.22, 0.78], [0.37, 0.13, -1.88], [0.05, 0.05, -0.01], [0.05, 0.11, 0.00], [0.23, -0.16, -0.32], [0.12, -0.04, 0.08], [0.79, -0.47, 0.72], [0.08, -0.08, -0.04], [-0.10, 0.12, 0.01], [-0.24, -0.37, -1.09], [0.12, 0.25, -0.13], [1.19, -0.13, -0.50], [2.82, -0.68, -0.14], [-0.89, -0.51, 0.19], [-1.72, -0.58, 1.54], [0.14, -0.44, -0.02], [0.10, 0.15, -1.55], [-0.38, 0.90, 0.58], [0.07, 0.00, -0.02], [0.02, 0.10, -0.06], [4.36, -5.43, 1.87], [-0.05, 0.05, -0.18], [0.09, 0.01, 0.02], [-0.08, -0.32, -0.77], [-0.20, 0.17, -0.10], [1.10, 1.19, -0.77], [-2.56, -0.29, -0.94], [-2.53, 0.62, -0.86], [-0.70, 0.08, -0.72], [-0.74, -0.31, 0.31]]}